Record 1
The ion C5H9N with charge -1 in a non-equilibrium geometry. Source: the OMol25 dataset; level of theory: wB97M-V/def2-TZVPD.

Last column: Löwdin spin population.
Cartesian coordinates (Å):
C: 2.105 -0.452 -0.244  0.01
N: 0.697 -0.613 -0.382  0.01
C: -0.203 0.464 -0.219  0.11
C: 0.114 1.733 -0.705  0.22
C: -1.723 -1.012 1.138  0.32
C: -1.463 0.132 0.361  0.18
H: 2.630 -1.307 -0.665  0.00
H: 2.467 0.412 -0.787  0.00
H: 2.417 -0.343 0.815  0.00
H: 0.199 -1.489 -0.346  0.01
H: 1.121 2.002 -0.988  0.03
H: -0.489 2.564 -0.368  0.02
H: -0.893 -1.679 1.340  0.04
H: -2.645 -1.153 1.672  0.04
H: -2.252 0.795 0.027  0.00

⟨S²⟩: 0.763
E_HOMO (alpha / beta) (eV): 0.37 / -2.32
Charge: -1
Kohn-Sham gap (alpha / beta) (hartree): 0.1433 / 0.2406
E_LUMO (alpha / beta) (eV): 4.27 / 4.23
Multiplicity: 2

---

Record 2
A structure of composition C26H36BBeN4O14 in a non-equilibrium geometry. Source: the OMol25 dataset; level of theory: wB97M-V/def2-TZVPD.

Last column: Löwdin charge in e.
Cartesian coordinates (Å):
Be: -9.066 19.262 -7.511  1.30
O: -13.099 24.244 -10.827  0.18
C: -12.528 23.423 -11.466  -0.40
O: -11.226 23.218 -11.610  0.24
B: -11.011 21.811 -11.942  -0.87
O: -12.282 21.416 -12.540  0.22
C: -13.251 22.242 -12.182  -0.41
O: -14.421 22.085 -12.298  0.16
O: -10.794 20.883 -10.784  0.25
C: -9.604 20.377 -10.865  -0.32
O: -9.121 19.684 -9.989  0.08
C: -8.925 20.904 -12.163  -0.35
O: -9.811 21.653 -12.770  0.28
O: -7.866 20.543 -12.558  0.23
C: -8.318 21.204 -16.108  -0.11
C: -7.647 22.384 -15.366  -0.11
O: -7.269 23.277 -16.412  0.07
C: -7.465 22.708 -17.612  -0.59
O: -7.199 23.184 -18.664  0.18
O: -8.007 21.488 -17.470  0.06
H: -9.374 21.061 -15.891  0.12
H: -7.800 20.271 -15.886  0.13
H: -6.833 22.090 -14.713  0.12
H: -8.451 22.876 -14.818  0.12
C: -12.616 27.058 -12.714  -0.11
C: -11.427 26.362 -13.436  -0.12
O: -10.378 27.261 -13.114  0.07
C: -10.621 27.788 -11.897  -0.56
O: -9.852 28.292 -11.142  0.18
O: -11.946 27.728 -11.649  0.06
H: -13.229 26.299 -12.236  0.10
H: -13.166 27.697 -13.402  0.13
H: -11.654 26.366 -14.496  0.12
H: -11.341 25.379 -12.975  0.10
C: -16.207 18.766 -12.107  -0.07
C: -15.218 19.158 -10.988  -0.27
C: -14.494 17.996 -10.341  -0.18
C: -13.778 17.159 -11.329  -0.23
N: -13.211 16.474 -12.057  0.15
H: -16.892 18.049 -11.644  0.08
H: -15.678 18.482 -13.010  0.08
H: -16.869 19.607 -12.317  0.06
H: -15.654 19.937 -10.364  0.10
H: -14.427 19.664 -11.559  0.08
H: -15.170 17.280 -9.866  0.13
H: -13.682 18.360 -9.710  0.09
C: -18.955 23.399 -11.831  -0.10
C: -17.511 22.969 -11.579  -0.27
C: -16.717 23.712 -10.505  -0.18
C: -17.235 23.585 -9.143  -0.24
N: -17.561 23.472 -8.050  0.15
H: -18.992 24.450 -12.109  0.08
H: -19.555 23.242 -10.926  0.07
H: -19.458 22.705 -12.503  0.08
H: -17.047 23.118 -12.556  0.10
H: -17.555 21.892 -11.399  0.09
H: -16.625 24.741 -10.853  0.13
H: -15.695 23.360 -10.335  0.08
C: -15.193 21.476 -17.080  -0.10
C: -14.301 21.141 -15.872  -0.24
C: -13.094 22.093 -15.783  -0.17
C: -13.431 23.378 -15.167  -0.20
N: -13.767 24.370 -14.696  0.20
H: -15.181 22.506 -17.445  0.08
H: -16.223 21.215 -16.851  0.07
H: -14.792 20.937 -17.941  0.08
H: -13.934 20.119 -15.959  0.11
H: -14.902 21.166 -14.962  0.10
H: -12.772 22.340 -16.797  0.13
H: -12.285 21.580 -15.265  0.10
C: -15.011 20.644 -6.860  -0.09
C: -14.252 21.781 -7.500  -0.22
C: -13.219 21.431 -8.597  -0.13
C: -12.296 20.392 -8.191  -0.17
N: -11.543 19.579 -7.884  0.17
H: -15.497 20.940 -5.933  0.09
H: -14.283 19.928 -6.444  0.07
H: -15.614 20.048 -7.543  0.08
H: -13.774 22.348 -6.697  0.12
H: -14.903 22.543 -7.934  0.09
H: -12.737 22.375 -8.855  0.14
H: -13.661 21.041 -9.522  0.12

E_HOMO (eV): -12.44
Charge: +1
Kohn-Sham gap (hartree): 0.0555
E_LUMO (eV): -10.93

---

Record 3
A structure of composition H2N3O2S in a non-equilibrium geometry. Source: the OMol25 dataset; level of theory: wB97M-V/def2-TZVPD.

Last column: Löwdin charge in e.
Cartesian coordinates (Å):
N: 2.335 -0.155 0.056  -0.21
N: -2.041 0.591 -0.097  -0.49
N: 1.283 -0.646 -0.156  -0.44
O: 0.830 -1.786 -0.183  -0.17
O: 2.563 1.025 0.384  -0.24
S: -0.305 0.926 -0.117  0.55
H: -2.397 0.278 0.831  -0.01
H: -2.268 -0.232 -0.720  0.00

E_HOMO (alpha / beta) (eV): -3.22 / -3.22
Charge: -1
Kohn-Sham gap (alpha / beta) (hartree): 0.2599 / 0.2600
E_LUMO (alpha / beta) (eV): 3.85 / 3.85

---

charge of number 1 (C5H9N)?
-1